Arrangement a

The following is a quantum chemistry calculation of a structure of composition C3H4N2OS, from the Open Molecules 2025 dataset.

Element x y z (Å)
C: 1.678 0.530 -0.650
C: 1.220 1.770 -0.836
C: -0.097 0.576 0.327
N: 0.830 -0.278 0.101
N: -1.925 -1.956 0.829
O: -0.053 1.789 -0.185
S: -2.632 -0.742 1.520
H: 2.735 0.181 -0.850
H: 1.531 2.566 -1.420
H: -1.158 -2.330 1.361
H: -2.128 -2.104 -0.197

HOMO (alpha / beta) in eV: -8.06 / -8.06



Arrangement b

The following is a quantum chemistry calculation of an isolated molecule of C3H4N2OS, from the Open Molecules 2025 dataset.

Element x y z (Å)
H: 1.690 2.042 1.129
N: 1.613 1.192 0.561
C: 0.366 0.915 0.533
N: -0.167 -0.183 -0.146
C: 0.725 -1.044 -0.873
O: 0.419 -2.025 -1.453
C: -1.541 -0.376 -0.092
S: -2.504 -1.512 -0.713
H: -0.378 1.411 1.180
H: 1.751 -0.741 -0.751
H: -1.975 0.320 0.625

HOMO in eV: -8.79
SMILES string: [H]/N=C/N(C=O)C=S



Going by the computed energies, the most stable comes first: arrangement b, arrangement a.



Arrangement a

The following is a quantum chemistry calculation of a cluster of 3 separate species, C2H10NO3 in total, from the Open Molecules 2025 dataset.

Element x y z (Å)
O: 0.091 1.018 2.136
C: -0.952 1.177 1.548
C: -0.896 0.637 0.042
N: 0.272 -0.364 -0.007
H: -1.906 1.686 1.884
H: -1.854 0.378 -0.336
H: -0.538 1.622 -0.524
H: 1.038 0.138 0.379
H: -0.025 -1.165 0.719
H: 0.230 -0.982 -0.885
H: -2.034 -2.539 -1.083
H: -0.913 -2.347 -2.040
O: -1.121 -2.319 -1.140
H: 2.797 1.795 0.098
H: 3.239 0.355 -0.485
O: 2.574 0.911 -0.308

HOMO (alpha / beta) in eV: -3.35 / -7.93
2S+1: 2



Arrangement b

The following is a quantum chemistry calculation of a cluster of 3 separate species, C2H10NO3 in total, from the Open Molecules 2025 dataset.

Element x y z (Å)
C: -2.463 0.652 -0.267
N: -1.193 1.285 0.184
C: -0.054 0.722 -0.545
O: 0.066 -0.565 -0.056
H: -2.291 -0.422 -0.268
H: -3.221 0.755 0.510
H: -2.706 1.089 -1.226
H: -1.058 1.102 1.179
H: -0.348 0.712 -1.593
H: 0.855 1.290 -0.351
H: 2.233 -1.086 -2.077
H: 1.210 -1.273 -0.936
O: 1.673 -1.735 -1.664
H: 0.911 -0.313 1.486
H: 2.117 0.542 2.004
O: 1.465 -0.127 2.262

HOMO (alpha / beta) in eV: -10.95 / -10.43
2S+1: 2



Going by the computed energies, the most stable comes first: arrangement b, arrangement a.



Arrangement a

The following is a quantum chemistry calculation of a structure of composition CaH16O8, from the Open Molecules 2025 dataset.

Element x y z (Å)
Ca: 0.089 0.199 -0.150
O: -0.378 -1.929 -1.503
H: 0.374 -2.575 -1.429
H: -1.114 -2.329 -1.103
O: 2.155 -1.164 -0.415
H: 2.202 -1.812 0.281
H: 2.996 -0.626 -0.331
O: -1.153 2.017 0.837
H: -0.724 2.688 1.357
H: -1.979 1.831 1.296
O: -1.801 -1.327 0.757
H: -1.587 -2.159 1.142
H: -2.736 -1.402 0.446
O: 2.000 1.429 0.904
H: 2.515 0.840 1.429
H: 2.111 2.344 1.326
O: 0.170 -0.045 2.303
H: -0.579 -0.427 2.770
H: 0.541 0.587 2.910
O: -1.847 0.469 -1.556
H: -2.633 0.946 -1.233
H: -2.081 -0.268 -2.143
O: 1.149 0.682 -2.372
H: 1.876 1.323 -2.483
H: 0.444 0.710 -3.050

HOMO in eV: -19.03
Total charge: +2



Arrangement b

The following is a quantum chemistry calculation of a structure of composition CaH16O8, from the Open Molecules 2025 dataset.

Element x y z (Å)
Ca: -0.056 0.032 0.010
O: 0.682 -0.283 -2.315
H: 0.544 -0.085 -3.211
H: 1.617 -0.432 -2.273
O: 1.621 -1.865 0.024
H: 2.401 -1.454 0.315
H: 1.398 -2.501 0.691
O: 2.433 0.977 -0.068
H: 2.526 1.541 0.721
H: 3.127 1.198 -0.718
O: -2.156 0.420 -1.434
H: -1.892 0.037 -2.265
H: -2.483 1.289 -1.618
O: 0.739 -0.088 2.422
H: 0.672 -0.999 2.747
H: 1.624 0.189 2.636
O: -2.042 0.268 1.343
H: -2.446 0.707 2.073
H: -2.711 0.555 0.689
O: -1.164 -2.157 -0.118
H: -1.900 -2.239 -0.735
H: -0.779 -3.030 -0.161
O: -0.506 2.359 0.077
H: 0.004 3.085 0.454
H: -1.244 2.486 0.713

HOMO in eV: -19.45
Total charge: +2



Going by the computed energies, the most stable comes first: arrangement a, arrangement b.



Arrangement a

The following is a quantum chemistry calculation of an isolated molecule of C2HNOS, from the Open Molecules 2025 dataset.

Element x y z (Å)
N: 2.479 0.380 -0.041
C: 1.321 0.394 -0.031
O: 0.136 0.776 -0.001
C: -1.058 -0.372 0.021
S: -2.511 0.124 0.016
H: -0.367 -1.301 0.036

HOMO in eV: -10.62
SMILES string: N#COC=S



Arrangement b

The following is a quantum chemistry calculation of an isolated molecule of C2HNOS, from the Open Molecules 2025 dataset.

Element x y z (Å)
N: -1.244 -1.936 1.127
C: -0.841 -0.840 0.808
C: -0.046 0.182 0.149
O: 1.305 0.051 0.639
S: 0.124 1.121 -1.249
H: 1.595 -0.850 1.242

HOMO in eV: -9.77
SMILES string: N#CC(O)=S



Arrangement c

The following is a quantum chemistry calculation of an isolated molecule of C2HNOS, from the Open Molecules 2025 dataset.

Element x y z (Å)
N: 1.141 1.514 1.530
C: 0.539 0.549 1.119
C: -0.245 -0.372 0.205
O: -0.632 -1.434 0.657
S: -0.097 0.338 -1.324
H: -0.706 -0.595 -2.187

HOMO in eV: -11.25
SMILES string: N#CC(=O)S



Going by the computed energies, the most stable comes first: arrangement c, arrangement a, arrangement b.



Arrangement a

The following is a quantum chemistry calculation of a cluster of 3 separate species, C2H13N2O2 in total, from the Open Molecules 2025 dataset.

Element x y z (Å)
N: -1.749 -0.140 0.855
C: -0.871 0.894 0.186
C: 0.341 0.250 -0.408
N: -0.045 -0.755 -1.408
H: -2.138 -0.892 0.249
H: -1.322 -0.686 1.597
H: -2.562 0.384 1.183
H: -1.526 1.241 -0.614
H: -0.543 1.592 0.938
H: 1.071 0.954 -0.805
H: 0.825 -0.368 0.315
H: -0.753 -0.433 -2.044
H: 0.750 -1.177 -1.850
H: -2.622 -3.219 -0.920
H: -1.183 -2.720 -0.622
O: -2.115 -2.581 -0.406
H: 5.278 2.663 0.630
H: 4.699 2.294 1.985
O: 4.465 2.701 1.141

HOMO in eV: -13.59
Total charge: +1



Arrangement b

The following is a quantum chemistry calculation of a cluster of 3 separate species, C2H13N2O2 in total, from the Open Molecules 2025 dataset.

Element x y z (Å)
C: 0.039 -1.270 -1.003
N: -0.818 -1.860 0.005
C: -0.026 0.251 -0.854
N: 0.220 0.544 0.571
H: -0.165 -1.608 -2.011
H: 1.046 -1.590 -0.774
H: -1.799 -1.621 -0.106
H: -0.788 -2.868 0.050
H: -1.023 0.569 -1.155
H: 0.677 0.759 -1.509
H: 1.236 0.597 0.785
H: -0.230 1.362 0.883
H: -0.193 -0.226 1.126
H: 3.367 -0.334 2.014
H: 3.510 0.213 0.611
O: 2.889 0.190 1.356
H: -3.295 1.876 -0.092
H: -2.206 2.907 -0.198
O: -2.441 2.111 0.301

HOMO in eV: -13.80
Total charge: +1



Going by the computed energies, the most stable comes first: arrangement b, arrangement a.



Arrangement a

The following is a quantum chemistry calculation of the ion C11H15N2 with charge +1, from the Open Molecules 2025 dataset.

Element x y z (Å)
C: 3.524 -0.243 -0.058
N: 2.366 0.612 -0.538
C: 1.524 1.139 0.613
C: 0.068 1.549 0.064
C: -0.979 0.662 -0.016
C: -1.182 -0.763 -0.024
C: -2.449 -1.218 0.181
C: -2.847 -2.639 0.270
C: -3.555 -0.339 -0.004
C: -3.410 1.016 -0.180
C: -2.191 1.612 -0.038
N: -1.853 2.825 -0.233
C: -0.449 2.937 0.065
H: 3.187 -0.815 0.735
H: 3.731 -1.075 -0.865
H: 4.334 0.388 0.191
H: 2.687 1.383 -1.064
H: 1.706 -0.128 -0.891
H: 1.499 0.525 1.412
H: 2.071 2.158 0.958
H: -0.301 -1.486 0.213
H: -3.219 -2.728 -0.687
H: -3.626 -3.009 0.959
H: -2.083 -3.438 0.435
H: -4.562 -0.652 -0.026
H: -4.264 1.663 -0.425
H: -0.452 3.281 1.116
H: 0.067 3.681 -0.479

HOMO (alpha / beta) in eV: -11.39 / -11.39
SMILES string: C[NH2+]CC1=c2cc(C)ccc2=NC1
Total charge: +1



Arrangement b

The following is a quantum chemistry calculation of the ion C11H15N2 with charge +1, from the Open Molecules 2025 dataset.

Element x y z (Å)
C: 4.113 -0.806 0.450
N: 2.825 -0.167 0.083
C: 2.751 1.127 -0.443
C: 1.414 1.427 -0.399
N: 0.722 0.310 0.084
C: -0.737 0.194 0.151
C: -1.433 1.090 1.121
C: -2.660 0.541 1.300
C: -2.677 -0.734 0.358
C: -2.872 -0.045 -0.961
C: -1.419 0.523 -1.314
C: -1.264 -1.184 0.407
C: 1.604 -0.648 0.414
H: 4.265 -1.445 -0.360
H: 4.904 -0.174 0.296
H: 4.199 -1.233 1.441
H: 3.575 1.649 -0.924
H: 0.883 2.171 -0.925
H: -1.184 1.869 1.718
H: -3.535 1.010 1.730
H: -3.532 -1.431 0.493
H: -3.604 0.599 -1.037
H: -3.125 -0.779 -1.790
H: -1.140 -0.297 -1.939
H: -1.389 1.630 -1.460
H: -1.116 -1.768 1.283
H: -1.062 -1.772 -0.477
H: 1.495 -1.658 0.701

HOMO in eV: -12.64
SMILES string: Cn1cc[n+]([C@@]23C=C[C@@H](CC2)C3)c1
Total charge: +1



Arrangement c

The following is a quantum chemistry calculation of a structure of composition C11H15N2, from the Open Molecules 2025 dataset.

Element x y z (Å)
C: -3.996 -0.590 0.272
C: -3.009 -1.545 0.069
C: -3.745 0.798 0.296
C: -1.718 -1.100 -0.336
C: -2.437 1.210 0.011
C: -1.502 0.259 -0.332
C: 1.451 -1.633 0.836
C: 2.082 0.471 1.246
C: 1.946 0.378 -0.263
C: 3.276 0.743 -0.958
C: 0.885 1.199 -0.893
N: 1.595 -1.067 -0.379
N: 1.677 -0.683 1.732
H: -5.076 -0.854 0.233
H: -3.233 -2.612 0.129
H: -4.432 1.590 0.483
H: -0.946 -1.898 -0.498
H: -2.124 2.217 0.274
H: 1.328 -2.624 1.115
H: 1.901 1.442 1.630
H: 3.034 0.823 -2.033
H: 3.929 -0.093 -0.787
H: 3.564 1.649 -0.422
H: 1.055 2.264 -0.502
H: -0.243 0.821 -0.568
H: 0.929 1.395 -1.952
H: 2.000 -1.714 -1.119
H: 1.809 -0.845 2.715

HOMO (alpha / beta) in eV: -11.11 / -12.11
Total charge: +1



Going by the computed energies, the most stable comes first: arrangement b, arrangement a, arrangement c.